Formula: C9H31F3NO8
Source: the OMol25 dataset
Level of theory: ωB97M-V/def2-TZVPD

The value obtained for the highest occupied orbital energy is -4.00 eV. As for the charge: -1. As for the multiplicity: 1. Its relative energy (zero: lowest compared OMol25 entry of this formula, charge and spin) is 0.0 kcal/mol.

Atoms and positions in Å:
N: -0.22054 -0.17052 -0.78200
H: -0.19906 -1.04057 -1.50379
H: -0.47359 -0.50278 0.16378
H: -1.01078 0.29246 -1.23141
H: 0.61547 0.38542 -0.86666
O: -0.17804 -2.15855 -2.42117
H: 0.48606 -2.61107 -1.88736
C: -1.90047 -1.31314 2.41967
O: -0.74873 -0.45804 2.08956
O: -2.12718 -2.07585 1.38253
C: -1.71366 -2.06748 3.75620
F: -0.82161 -3.05569 3.61128
F: -1.23390 -1.26379 4.75400
F: -2.87361 -2.55060 4.20641
C: -0.58230 0.70735 2.87071
C: 0.48093 1.57100 2.18933
H: 0.09481 1.83551 1.20243
H: 0.70428 2.46634 2.77406
H: 1.41955 1.04662 2.01195
H: -0.15602 0.46597 3.85015
H: -1.49759 1.29224 3.00220
H: -2.76578 -0.62275 2.58461
C: 1.11461 -4.75121 2.12349
O: 0.29736 -4.28194 1.06900
H: 0.57899 -5.50557 2.71051
H: 2.00425 -5.26978 1.75359
H: 1.42100 -3.90665 2.74345
H: -0.11008 -3.42949 1.27910
C: -3.03467 2.20998 -1.85082
O: -2.29532 1.19132 -2.52667
H: -3.28250 3.03194 -2.52336
H: -3.93043 1.78584 -1.38997
H: -2.37870 2.51010 -1.03434
H: -2.78205 0.91296 -3.30738
C: 3.08313 -1.21222 0.69192
O: 2.57403 -0.20568 -0.18574
H: 2.30275 -1.96228 0.78472
H: 3.94519 -1.70073 0.22646
H: 3.40187 -0.77111 1.63721
H: 3.20361 0.51425 -0.27093
C: 1.83820 3.18221 -1.69863
O: 0.65273 2.70627 -1.05299
H: 2.51091 3.57995 -0.93912
H: 2.28029 2.27136 -2.11019
H: 1.60453 3.79257 -2.57105
H: 0.14012 3.40924 -0.64696
C: -0.18229 2.20930 -4.76871
O: 0.56544 1.10976 -4.27536
H: -0.48707 2.81429 -3.91090
H: 0.43285 2.78633 -5.45985
H: -1.07156 1.86507 -5.30728
H: 0.30454 0.94186 -3.36567

***

Formula: C9H31Hg2O9
Source: the OMol25 dataset
Level of theory: ωB97M-V/def2-TZVPD

The value obtained for the highest occupied orbital energy is -16.69 eV. As for the charge: +3. As for the multiplicity: 1. Its relative energy (zero: lowest compared OMol25 entry of this formula, charge and spin) is 7.2 kcal/mol.

Atoms and positions in Å:
Hg: 0.24267 2.67840 -2.03207
Hg: 2.22177 -0.14412 -3.97958
C: 0.19189 -1.24888 -0.27538
C: 0.20738 -0.01643 -1.12145
O: 1.16666 0.16217 -1.86075
O: -0.61848 0.85358 -0.83303
H: 1.22154 -1.42689 0.03483
H: -0.23049 -2.13337 -0.75221
H: -0.44267 -1.16980 0.60734
C: -3.93636 0.12282 -0.05631
O: -2.92737 0.72956 0.69930
H: -4.17681 0.79682 -0.87850
H: -3.57227 -0.82970 -0.44132
H: -4.93898 -0.01548 0.34835
H: -2.21657 0.91689 0.08182
C: 3.90717 -0.11424 2.46948
O: 5.06825 -0.62085 1.94898
H: 4.04203 0.96008 2.59497
H: 3.09689 -0.39233 1.79553
H: 3.69009 -0.45080 3.48323
H: 5.31874 -1.48992 2.27080
C: 4.55234 0.04809 -1.65512
O: 4.14986 -0.70426 -2.73232
H: 5.54500 -0.23086 -1.30168
H: 4.53562 1.11413 -1.88179
H: 3.90419 -0.07615 -0.78761
H: 4.68447 -1.48904 -2.87345
C: -3.01544 4.06301 -1.38591
O: -1.77802 3.52422 -0.96816
H: -3.42176 3.34432 -2.09759
H: -3.64501 4.34833 -0.54309
H: -2.94989 4.95059 -2.01519
H: -1.75454 3.68375 -0.02179
C: 0.18211 -2.75772 -4.01649
O: 1.59448 -2.51069 -3.87690
H: 0.12309 -3.83939 -3.89563
H: -0.32705 -2.21396 -3.22077
H: -0.30166 -2.56481 -4.97402
H: 1.99356 -3.32824 -4.18341
C: -1.22805 1.44617 3.05076
O: -0.37159 1.77267 4.14330
H: -2.26660 1.36043 3.37039
H: -1.28818 2.19075 2.25698
H: -0.97634 0.53118 2.51453
H: 0.12161 2.58550 4.01044
C: -2.54535 -2.31366 3.43727
O: -2.41232 -1.87363 2.07891
H: -1.67002 -2.07952 4.04313
H: -3.38744 -1.79951 3.90056
H: -2.67684 -3.39159 3.53151
H: -2.68518 -0.95763 1.98893

***

Formula: C9H32AsF6O7
Source: the OMol25 dataset
Level of theory: ωB97M-V/def2-TZVPD

The value obtained for the highest occupied orbital energy (spin up / spin down) is -9.64 / -9.64 eV. As for the charge: 0. As for the multiplicity: 2.

Atoms and positions in Å:
As: -0.87959 0.48496 0.50999
F: -0.34662 -0.99163 -0.37007
F: -1.12559 -0.52032 1.94258
F: -1.45729 1.97247 1.30080
F: -0.61116 1.50311 -0.98232
F: -2.57405 0.25358 0.03033
F: 0.79034 0.78095 1.05371
O: -0.42232 3.30343 -2.88783
H: -0.43795 2.42110 -2.51706
H: -0.96844 3.82180 -2.29684
O: -1.41622 3.98731 -0.55825
H: -1.94718 3.27715 -0.19771
H: -0.51368 3.73482 -0.36360
O: 3.37303 -0.26139 0.26421
H: 3.89866 -0.08555 1.04461
H: 2.51503 0.11337 0.46331
O: 1.71950 3.61414 -0.40042
H: 2.25579 3.70429 -1.18813
H: 1.42701 2.70280 -0.41222
C: 5.45358 0.82917 3.63523
C: 4.00921 1.38133 3.55168
C: 3.77847 2.46342 2.51622
O: 3.24890 0.17689 3.27959
H: 5.51358 0.28690 4.57887
H: 6.23827 1.57094 3.48641
H: 5.71298 0.09439 2.87306
H: 3.65384 1.69379 4.53361
H: 4.41790 3.29317 2.81745
H: 2.74061 2.79649 2.51081
H: 4.00292 2.28475 1.46465
H: 2.34657 0.37354 3.54175
C: 0.24823 -3.42515 -3.97985
C: 1.14265 -2.19179 -3.94444
C: 0.33404 -0.90980 -4.11840
O: 1.68502 -2.10206 -2.63248
H: -0.21384 -3.60889 -4.94982
H: -0.46454 -3.46476 -3.15615
H: 0.83912 -4.34028 -4.01858
H: 1.92312 -2.32263 -4.69400
H: -0.62234 -0.85022 -3.59888
H: 0.08189 -0.78177 -5.17107
H: 1.06637 -0.12149 -3.94418
H: 1.01411 -1.72988 -2.05545
C: -4.34157 -2.64944 0.25356
C: -5.58325 -2.06252 0.84293
C: -5.66765 -2.05348 2.37396
O: -5.53974 -0.71765 0.31597
H: -4.39586 -2.62510 -0.83481
H: -4.39436 -3.71051 0.49735
H: -3.37300 -2.32252 0.63181
H: -6.33051 -2.63764 0.29619
H: -4.95661 -1.37386 2.84367
H: -5.59600 -3.03878 2.83456
H: -6.62427 -1.59889 2.63149
H: -4.62709 -0.42210 0.35220

***

Formula: C9H32InN16O11
Source: the OMol25 dataset
Level of theory: ωB97M-V/def2-TZVPD

The value obtained for the highest occupied orbital energy is -12.45 eV. As for the charge: +1. As for the multiplicity: 1. Its relative energy (zero: lowest compared OMol25 entry of this formula, charge and spin) is 12.7 kcal/mol.

Atoms and positions in Å:
In: 13.49805 10.31072 6.94855
C: 11.51007 11.35133 9.69225
O: 10.89671 11.94002 10.63540
O: 12.17048 10.30176 9.89609
O: 11.85364 12.01196 8.63621
C: 11.24300 11.35485 14.35364
O: 11.64902 11.18733 15.47311
N: 9.95291 11.01629 13.93912
N: 11.99526 11.90193 13.33376
H: 9.56799 10.24307 14.45642
H: 9.76728 11.15762 12.96072
H: 12.93099 12.16630 13.59245
H: 11.73544 11.99787 12.36596
C: 10.30319 7.97724 7.55101
O: 10.96129 8.86225 7.01843
N: 9.49405 7.11335 6.88683
N: 10.38971 7.74574 8.90053
H: 9.67471 7.05886 5.89849
H: 8.79355 6.51019 7.27311
H: 11.07497 8.22939 9.45396
H: 9.83891 7.04456 9.36381
C: 8.24314 13.29769 8.63162
O: 7.20623 13.67873 8.09705
N: 9.40271 13.23146 7.92154
N: 8.31182 12.91081 9.91913
H: 10.17334 12.74837 8.38496
H: 9.40643 13.45735 6.94182
H: 9.20525 12.51469 10.20362
H: 7.52018 12.79292 10.53494
C: 11.63949 7.22923 12.41449
O: 11.00680 6.54365 13.19647
N: 11.17689 8.43834 11.95612
N: 12.94807 6.95442 12.13038
H: 10.27008 8.66808 12.32573
H: 11.73836 9.13986 11.50254
H: 13.46513 7.57044 11.52882
H: 13.37799 6.23251 12.67767
C: 13.21937 14.31025 5.94287
O: 13.81317 13.23111 6.07821
N: 13.62101 15.22652 5.03901
N: 12.27282 14.71235 6.83347
H: 13.20807 16.13997 5.05774
H: 14.21253 14.88489 4.30455
H: 11.99074 14.12457 7.59307
H: 11.87822 15.63583 6.79167
C: 12.86490 15.27683 10.17008
O: 13.32107 16.34580 9.83439
N: 11.62660 15.14589 10.76541
N: 13.49324 14.07368 9.95665
H: 10.99594 15.92061 10.62760
H: 11.15837 14.25296 10.80417
H: 14.35541 14.07506 9.43352
H: 12.90577 13.27408 9.77891
C: 15.49943 10.48516 10.44948
O: 15.17170 10.33557 9.27483
N: 16.74977 10.88453 10.79965
N: 14.65918 10.20097 11.49552
H: 17.42971 10.97298 10.06545
H: 17.00005 11.18785 11.72253
H: 13.69691 10.25819 11.19970
H: 14.94224 10.44854 12.42706
C: 7.69294 9.73658 11.32759
O: 7.19631 10.75197 11.78925
N: 7.22913 8.49172 11.67458
N: 8.82800 9.75942 10.56403
H: 7.53756 7.65417 11.21950
H: 6.37489 8.55400 12.20251
H: 9.21618 10.68084 10.50743
H: 9.36300 8.92076 10.41267

***

Formula: C9H33FeN8O10
Source: the OMol25 dataset
Level of theory: ωB97M-V/def2-TZVPD

The value obtained for the highest occupied orbital energy (spin up / spin down) is -14.19 / -14.19 eV. As for the charge: +2. As for the multiplicity: 6.

Atoms and positions in Å:
Fe: -2.48678 -2.18111 1.39953
C: 0.25063 -0.43518 0.25718
O: -1.06792 -0.82252 0.57907
H: 0.70939 -0.88732 -0.62214
H: 0.27527 0.65362 0.21226
H: 0.86703 -0.77836 1.08808
C: 0.59210 2.36629 -2.81428
C: 1.35584 1.54038 -3.90479
O: 0.76040 0.28458 -4.16309
O: -0.83050 2.43359 -3.11391
H: 0.82397 3.43051 -2.85654
H: 0.69508 1.93524 -1.81844
H: 2.24324 1.22786 -3.35438
H: 1.60229 2.21007 -4.72874
H: 1.46748 -0.35841 -4.25359
H: -1.23643 3.16747 -2.64674
C: 0.66995 4.28226 2.77747
C: 1.14156 2.74206 2.59550
O: 2.05506 2.45744 3.61868
O: 1.76990 5.21695 2.60276
H: 0.29358 4.55253 3.76408
H: -0.17365 4.33974 2.08962
H: 1.53888 2.54648 1.59952
H: 0.35954 1.98322 2.62203
H: 2.70936 3.15617 3.54608
H: 1.49976 5.95523 2.05179
C: -0.65520 -4.70796 0.25117
O: -1.54544 -3.88170 0.49145
N: -0.75124 -5.93958 0.00731
N: 0.58927 -4.34373 0.41108
H: 0.11226 -6.46341 -0.00087
H: -1.66568 -6.35935 -0.08038
H: 0.72300 -3.34566 0.33317
H: 1.23201 -5.05729 0.09828
C: 1.48680 -2.73550 3.91395
O: 0.78784 -2.91260 4.85837
N: 2.13110 -3.72968 3.35215
N: 1.73064 -1.62278 3.34086
H: 2.74383 -3.53518 2.57316
H: 2.04496 -4.52007 3.97500
H: 1.46573 -0.77569 3.82288
H: 2.45520 -1.55213 2.64077
C: -2.50695 -0.57477 -3.06366
O: -3.25819 -1.42723 -2.73448
N: -1.63692 -0.09813 -2.31141
N: -2.22306 -0.30812 -4.30853
H: -1.45324 -0.51677 -1.41080
H: -0.97247 0.49125 -2.79228
H: -2.71187 -0.57703 -5.15046
H: -1.48058 0.36840 -4.41404
C: -3.55235 2.22912 0.36811
O: -4.48763 2.69911 0.92795
N: -2.37737 2.05613 1.04059
N: -3.53755 1.77536 -0.85820
H: -1.71452 1.37673 0.69543
H: -2.38553 2.21155 2.03853
H: -4.39362 1.83364 -1.39098
H: -2.91187 1.00406 -1.04179
O: 3.68256 -1.07298 -0.64592
H: 3.65453 -0.37676 0.01037
H: 3.49649 -0.63004 -1.47380